No. 1
45
Properties=species:S:1:pos:R:3 method="wB97M-V/def2-TZVPD" gap_ev=9.02 smiles="COc1cc(OC)cc(C(=O)NCC(=O)OCc2nc3ccccc3s2)c1" homo_ev=-8.51
C -7.99166 -0.20248 1.10513
O -6.84584 -1.01399 1.00592
C -5.69182 -0.45705 0.55873
C -5.54524 0.87386 0.20210
C -4.31437 1.35228 -0.25394
O -4.30000 2.67017 -0.59404
C -3.10230 3.22625 -1.08306
C -3.22060 0.50317 -0.32930
C -3.37228 -0.83439 0.03832
C -2.22660 -1.78259 -0.06823
O -2.33483 -2.92755 -0.45581
N -1.03754 -1.26927 0.35237
C 0.20263 -1.94786 0.09546
C 1.10737 -1.08778 -0.76514
O 0.87064 0.05226 -1.06521
O 2.20145 -1.76048 -1.13085
C 3.18630 -1.05527 -1.87452
C 4.30910 -0.62298 -0.99657
N 5.47213 -0.30971 -1.41393
C 6.30049 0.06500 -0.39468
C 7.62798 0.46218 -0.52258
C 8.32993 0.80528 0.61312
C 7.73209 0.75917 1.87124
C 6.41611 0.36813 2.02229
C 5.70511 0.02265 0.88598
S 4.05435 -0.50666 0.74700
C -4.59478 -1.31712 0.46362
H -8.27992 0.20553 0.13134
H -8.78296 -0.85459 1.47125
H -7.84202 0.61857 1.81346
H -6.35966 1.57758 0.24795
H -3.33059 4.26817 -1.30178
H -2.30280 3.18080 -0.33680
H -2.77198 2.72830 -1.99978
H -2.27302 0.85145 -0.70836
H -0.97250 -0.28528 0.56398
H -0.02960 -2.88742 -0.41638
H 0.73462 -2.18279 1.02552
H 3.56014 -1.72784 -2.65083
H 2.72610 -0.17499 -2.34488
H 8.07746 0.49314 -1.50178
H 9.36055 1.11519 0.52964
H 8.30613 1.03319 2.74329
H 5.95068 0.33148 2.99470
H -4.70845 -2.35572 0.72605


No. 2
47
Properties=species:S:1:pos:R:3 method="wB97M-V/def2-TZVPD" gap_ev=6.96 smiles="O=C(C1=C(O)C(=O)N(CCOCCO)[C@@H]1c1cccc([N+](=O)[O-])c1)c1cccs1" homo_ev=-8.41
O 2.25072 1.71542 1.14597
C 2.23765 1.26924 0.01988
C 1.72425 -0.08023 -0.55022
C 1.26345 -0.40571 -1.75341
O 1.26144 0.21755 -2.76828
C 0.43792 -1.60565 -1.41395
O 0.16767 -2.43106 -2.15722
N 0.48961 -1.81331 0.14524
C -0.14679 -2.95122 0.74060
C -1.80327 -3.12809 0.11914
O -2.24246 -1.92037 0.44352
C -3.36748 -1.44298 -0.56585
C -2.70537 -1.19034 -1.89503
O -2.05978 -0.02094 -1.87525
C 1.15300 -0.88763 0.70314
C 0.27394 0.01860 1.71116
C 0.51642 -0.11326 2.99104
C -0.22805 0.42335 4.02712
C -1.58521 1.33332 3.27710
C -1.74506 1.02700 1.91298
N -2.78001 1.90891 1.49835
O -3.51763 2.58202 2.35740
O -3.07300 1.79082 0.17273
C -0.81753 0.61378 1.16996
C 3.05969 1.85441 -1.05483
C 3.62887 3.26498 -0.91824
C 4.46293 3.81081 -1.96154
C 4.82581 2.61578 -2.80128
S 4.03732 1.18390 -2.29207
H 0.78854 -0.67643 -3.40956
H -0.25292 -2.78593 1.63828
H 0.23953 -3.80951 0.41464
H -1.54676 -3.33035 -0.81661
H -2.17355 -3.88105 0.82716
H -3.90520 -0.55602 0.10438
H -4.10055 -2.48243 -0.72174
H -2.38792 -1.80767 -2.61130
H -3.84500 -0.93583 -2.49468
H -2.44639 0.67002 -1.32946
H 1.96974 -1.22727 1.40662
H 1.50401 -0.69538 3.34284
H -0.14215 0.55194 5.11898
H -1.92742 1.61001 4.06565
H -1.17967 0.56189 0.17639
H 3.36682 3.92060 -0.09925
H 5.00328 4.61470 -2.19515
H 5.31658 2.61962 -3.84540


No. 3
41
Properties=species:S:1:pos:R:3 method="wB97M-V/def2-TZVPD" gap_ev=8.09 total_charge=+1 homo_ev=-11.21
Pd -0.86116 -1.17885 -1.19681
N 0.79187 -2.61067 -1.13125
C 1.91240 -2.05750 -0.39764
C 3.16656 -2.03456 -0.98438
C 4.24051 -1.48297 -0.30281
C 4.05493 -0.96534 0.96920
C 2.79828 -0.99589 1.55148
C 1.70621 -1.53697 0.88006
C 0.36082 -1.56012 1.49000
C 0.19723 -1.76590 2.86346
C -1.05855 -1.76981 3.44540
C -2.19054 -1.57896 2.66565
C -2.05664 -1.38524 1.29559
C -0.79054 -1.37935 0.73363
H 1.08781 -2.80782 -2.08160
H 0.48494 -3.49415 -0.73080
H 3.30779 -2.45356 -1.97407
H 5.21716 -1.46219 -0.76628
H 4.88615 -0.53015 1.50675
H 2.65308 -0.56899 2.53589
H 1.07173 -1.94877 3.47614
H -1.15492 -1.93342 4.51007
H -3.17430 -1.57890 3.11580
H -2.93561 -1.22049 0.68102
C -1.03412 5.29395 -0.84502
C -1.00725 3.79675 -0.86034
C -1.08419 3.04613 0.30576
C -1.05509 1.66546 0.24551
N -0.95564 0.99671 -0.90513
C -0.88309 1.71253 -2.03621
C -0.89945 3.08943 -2.05699
H -1.15657 5.68066 0.16423
H -1.85262 5.66792 -1.46090
H -0.10715 5.69439 -1.25756
H -1.16562 3.53023 1.26960
H -1.10462 1.07193 1.14852
H -0.80566 1.14864 -2.95802
H -0.83375 3.60809 -3.00417
N -3.30000 -1.91404 -3.32539
C -2.32266 -1.61484 -2.78859
H -4.14776 -2.17339 -3.78976


No. 4
41
Properties=species:S:1:pos:R:3 method="wB97M-V/def2-TZVPD" gap_ev=6.00 total_charge=+1 homo_ev=-10.54
C 0.78277 4.15202 0.00922
C 1.54745 3.48828 1.05984
C 2.03130 2.28676 0.51037
H 1.67448 3.85270 2.04745
C 1.57254 2.18575 -0.85205
C 0.77345 3.32917 -1.15105
H 0.30818 3.55519 -2.07440
H 0.27912 5.11192 0.09845
H 2.62881 1.56446 1.01564
H 1.75847 1.36362 -1.50243
C -1.99430 1.76412 2.22183
C -1.91234 3.15695 2.11127
C -2.26729 3.52631 0.71302
H -1.53120 3.85469 2.82470
C -2.60182 2.30277 0.03533
C -2.45197 1.23072 0.97451
H -2.60480 0.19598 0.77272
H -1.76398 1.20990 3.09554
H -2.28470 4.49313 0.28653
H -2.95405 2.23929 -0.96082
Zr -0.32366 2.09428 0.54461
O 0.49491 -1.65928 -0.18881
C 1.70572 -2.14795 0.47500
C 1.33115 -2.63160 -0.91824
H 2.49124 -1.41856 0.57029
H 1.53241 -2.82410 1.29374
H 1.88390 -2.18354 -1.73185
H 2.24744 -4.43704 -2.63927
C 1.39623 -4.80813 -2.08096
C 0.78801 -3.96156 -1.13711
C -0.32520 -4.43981 -0.42859
H -0.81610 -3.78098 0.27587
C -0.80170 -5.72216 -0.65240
H -1.66562 -6.07516 -0.10299
C -0.18201 -6.55448 -1.58136
H -0.55773 -7.55429 -1.75401
C 0.91949 -6.08571 -2.29419
H 1.40186 -6.72398 -3.02508
O -1.01956 6.47611 1.66191
C -0.84186 5.42939 1.39458
N -0.64903 4.14480 1.08318


No. 5
41
Properties=species:S:1:pos:R:3 method="wB97M-V/def2-TZVPD" gap_ev="5.90 / 6.04" multiplicity=3 homo_ev="-5.91 / -6.05"
C -2.29821 0.24736 -0.10221
C -1.96757 -0.01969 1.24925
C -1.21172 1.06885 1.73035
H -2.24314 -0.89679 1.81007
C -1.07156 1.99754 0.67949
C -1.73964 1.49824 -0.45709
H -1.81697 1.98046 -1.41713
H -2.88045 -0.38906 -0.74572
H -0.78996 1.16313 2.71443
H -0.49678 2.90908 0.72435
C 1.29212 -1.98415 -0.22697
C -0.01030 -2.27251 -0.66655
C -0.28411 -1.45837 -1.79173
H -0.69394 -2.96833 -0.20922
C 0.85570 -0.66306 -2.05087
C 1.82591 -0.98920 -1.07321
H 2.79323 -0.52892 -0.95876
H 1.78077 -2.40413 0.63425
H -1.19926 -1.44983 -2.35794
H 0.96808 0.04306 -2.85671
Tm 0.00000 0.00000 0.00000
O 2.90155 2.31373 1.50416
C 2.84797 2.48296 2.91704
C 3.27217 3.58503 2.04787
H 1.85272 2.48793 3.35115
H 3.60337 1.94357 3.47964
H 2.54555 4.37116 1.85943
H 4.25881 6.05755 2.37622
C 5.03343 5.33241 2.15801
C 4.68884 4.00139 1.93818
C 5.69146 3.08275 1.64018
H 5.42004 2.05544 1.43918
C 7.01490 3.48846 1.57394
H 7.78510 2.76696 1.33505
C 7.35375 4.81485 1.80546
H 8.38747 5.12954 1.75121
C 6.35832 5.73682 2.09615
H 6.61279 6.77421 2.26865
S -3.67975 -2.95132 -1.45233
C -2.47195 -1.98262 -0.97564
N -1.49111 -1.19593 -0.58851